Record 1
This record from OMol25 describes a molecular structure, C18H13Cl3N5O2Tc in a non-equilibrium geometry. The level of theory is ωB97M-V with the def2-TZVPD basis set.

Each line ends with the Mulliken charge.
Atoms and positions in Å:
Tc  -0.505  0.762  -0.502  -0.3017
Cl  3.176  -4.622  1.713  -0.1655
C  2.182  -3.240  1.656  0.0724
C  1.725  -2.771  0.431  -0.6740
C  0.946  -1.623  0.386  0.0010
N  0.381  -1.045  -0.724  0.2291
C  -0.109  -1.908  -1.691  -0.0633
O  0.463  -2.836  -2.208  -0.5822
C  -1.571  -1.624  -1.858  0.9652
C  -2.421  -2.567  -2.422  -0.9066
C  -3.790  -2.406  -2.277  -0.2262
C  -4.253  -1.302  -1.576  -0.8486
C  -3.342  -0.383  -1.078  -0.0831
N  -2.026  -0.532  -1.207  0.5119
C  0.593  -0.947  1.594  0.4670
C  1.060  -1.429  2.818  -0.8468
C  1.851  -2.562  2.850  0.0328
Cl  2.450  -3.128  4.349  -0.1664
N  -0.144  0.184  1.397  0.2264
C  0.082  1.231  2.299  -0.2782
O  -0.153  1.241  3.475  -0.5561
C  0.848  2.290  1.571  1.1599
C  1.552  3.261  2.269  -0.8724
C  2.393  4.105  1.565  -0.3133
C  2.497  3.941  0.190  -0.8457
C  1.765  2.943  -0.427  -0.0698
N  0.958  2.120  0.238  0.3747
H  1.994  -3.281  -0.481  0.6250
H  -1.994  -3.422  -2.925  0.5148
H  -4.477  -3.132  -2.679  0.4442
H  -5.305  -1.154  -1.398  0.4357
H  -3.675  0.496  -0.544  0.3932
H  0.790  -0.927  3.734  0.6352
H  1.425  3.329  3.339  0.5183
H  2.965  4.864  2.072  0.4507
H  3.134  4.580  -0.397  0.4316
H  1.840  2.794  -1.494  0.3943
Cl  -1.907  2.500  -0.199  -0.3695
N  -0.369  1.449  -2.699  -0.5497
H  -1.099  1.087  -3.309  0.2448
H  0.521  1.199  -3.125  0.2844
H  -0.451  2.464  -2.723  0.3066

Summary:
E_tot: -70184.948 eV
HOMO-LUMO gap (alpha / beta): 5.44 / 5.57 eV
2S+1: 2
Net charge: +1
HOMO energy (alpha / beta): -10.89 / -10.98 eV
LUMO level (alpha / beta): -5.458 / -5.406 eV



Record 2
This record from OMol25 describes a molecular structure, C36H54F3O28V in a non-equilibrium geometry. The level of theory is ωB97M-V with the def2-TZVPD basis set.

Each line ends with the Mulliken charge.
Atoms and positions in Å:
O  -4.123  3.325  0.030  -0.5338
V  -3.340  3.051  1.401  1.8086
O  -4.146  3.851  2.503  -0.5449
C  -0.179  0.110  1.131  0.0122
O  -0.814  0.517  -0.101  -0.1561
O  -0.790  1.019  2.078  -0.8249
C  -0.348  -1.478  1.368  0.7030
F  -0.125  -1.825  2.614  -0.2630
F  -1.632  -1.861  1.159  -0.2919
F  0.418  -2.278  0.604  -0.2786
C  0.004  0.256  -1.284  -0.1494
C  -0.829  0.901  -2.409  -1.1064
H  -1.341  1.755  -1.965  0.2639
H  -0.256  1.224  -3.278  0.3779
H  -1.616  0.256  -2.800  0.2045
H  0.146  -0.801  -1.512  0.2489
H  0.996  0.708  -1.286  0.2569
H  0.892  0.306  1.188  0.2662
C  -3.448  -3.253  -2.665  -1.4346
C  -3.717  -4.778  -2.449  0.5761
C  -2.399  -5.588  -2.470  -0.3799
O  -2.525  -6.418  -1.355  -0.3428
C  -3.666  -6.187  -0.675  0.6967
O  -4.150  -6.950  0.172  -0.5796
O  -4.227  -5.061  -1.172  -0.3715
H  -4.274  -2.541  -2.655  0.4222
H  -3.193  -3.024  -3.699  0.4094
H  -2.744  -2.789  -1.974  0.2340
H  -4.387  -5.143  -3.228  0.2154
H  -1.516  -4.993  -2.236  0.2647
H  -2.213  -6.122  -3.402  0.2846
C  2.720  5.802  2.581  -1.2553
C  3.638  5.395  1.425  0.4537
C  3.129  4.339  0.424  -0.2359
O  3.363  4.988  -0.768  -0.2905
C  4.014  6.139  -0.605  0.6516
O  4.521  6.821  -1.527  -0.6444
O  4.107  6.474  0.641  -0.3398
H  3.343  6.146  3.406  0.3281
H  2.273  4.838  2.826  0.3724
H  1.974  6.574  2.393  0.2853
H  4.595  5.049  1.817  0.2089
H  2.106  4.045  0.658  0.2718
H  3.712  3.423  0.520  0.1937
C  5.307  -2.214  4.341  -1.3221
C  4.768  -0.757  4.439  0.4187
C  4.673  -0.153  5.880  -0.4458
O  5.039  1.208  5.709  -0.3018
C  5.825  1.253  4.657  0.6565
O  6.503  2.190  4.320  -0.5570
O  5.668  0.137  3.851  -0.3495
H  4.663  -3.020  4.693  0.3771
H  6.249  -2.270  4.886  0.3270
H  5.511  -2.385  3.284  0.3307
H  3.816  -0.542  3.953  0.2740
H  5.358  -0.626  6.584  0.2898
H  3.653  -0.232  6.256  0.3045
C  4.218  -3.974  -4.806  -1.4585
C  3.028  -3.077  -4.574  0.5922
C  3.219  -1.664  -5.003  -0.4098
O  2.019  -1.365  -5.702  -0.3581
C  1.289  -2.491  -5.933  0.6911
O  0.228  -2.614  -6.527  -0.5715
O  1.959  -3.519  -5.376  -0.3673
H  4.060  -4.937  -4.321  0.3559
H  5.067  -3.564  -4.261  0.3935
H  4.476  -3.981  -5.865  0.3598
H  2.686  -3.079  -3.540  0.2320
H  4.085  -1.445  -5.628  0.2609
H  3.308  -0.914  -4.217  0.2794
C  0.004  10.387  0.116  -1.3893
C  -0.974  9.448  -0.499  0.4836
C  -0.628  8.977  -1.868  -0.4435
O  -0.469  7.608  -1.756  -0.3003
C  -0.816  7.237  -0.530  0.7427
O  -0.958  6.086  -0.089  -0.6556
O  -0.935  8.252  0.255  -0.3388
H  -0.234  10.778  1.105  0.3450
H  -0.026  11.246  -0.554  0.3899
H  1.000  9.945  0.131  0.3254
H  -1.985  9.854  -0.554  0.2645
H  0.320  9.372  -2.234  0.3062
H  -1.428  9.250  -2.556  0.2802
C  -4.230  3.143  -6.588  -1.4415
C  -4.886  3.287  -7.963  0.5353
C  -5.435  1.951  -8.485  -0.4725
O  -6.716  2.213  -8.955  -0.3041
C  -7.059  3.484  -8.634  0.6437
O  -8.081  4.036  -9.103  -0.5606
O  -6.059  4.077  -7.884  -0.3493
H  -3.850  3.966  -5.984  0.3424
H  -3.347  2.522  -6.739  0.3719
H  -4.900  2.578  -5.939  0.3303
H  -4.246  3.780  -8.695  0.2895
H  -5.431  1.132  -7.765  0.3317
H  -4.770  1.639  -9.290  0.2833
C  0.296  -9.101  1.908  -1.4919
C  1.068  -7.870  2.278  0.5565
C  1.482  -7.633  3.736  -0.3311
O  2.897  -7.686  3.670  -0.3173
C  3.279  -7.843  2.433  0.6434
O  4.456  -7.879  2.098  -0.5962
O  2.239  -7.934  1.587  -0.3473
H  -0.762  -8.867  2.023  0.3896
H  0.502  -10.026  2.448  0.3591
H  0.414  -9.368  0.858  0.3504
H  0.471  -7.038  1.906  0.2427
H  1.059  -8.414  4.368  0.2929
H  1.154  -6.636  4.031  0.2501
C  -1.235  -2.695  7.651  -1.3581
C  -2.045  -1.504  7.235  0.5026
C  -3.250  -1.767  6.368  -0.4160
O  -4.240  -0.958  6.913  -0.3198
C  -3.892  -0.561  8.129  0.6790
O  -4.565  0.212  8.858  -0.6012
O  -2.652  -0.937  8.392  -0.3362
H  -0.688  -3.156  6.828  0.3678
H  -1.830  -3.474  8.128  0.3604
H  -0.507  -2.302  8.360  0.3377
H  -1.537  -0.762  6.619  0.2614
H  -3.542  -2.817  6.361  0.2730
H  -3.062  -1.428  5.349  0.2494

Summary:
E_tot: -129371.419 eV
HOMO-LUMO gap: 4.88 eV
Relative energy (zero: lowest compared OMol25 entry of this formula, charge and spin): 560.97 kJ/mol
Net charge: 0
HOMO energy: -8.97 eV
LUMO level: -4.092 eV



Record 3
This record from OMol25 describes 4 unconnected molecules or ions with the total composition C46H31NO9 in a non-equilibrium geometry. The level of theory is ωB97M-V with the def2-TZVPD basis set.

Each line ends with the Mulliken charge.
Atoms and positions in Å:
N  3.702  -7.535  6.133  -0.6724
C  3.459  -6.076  5.708  0.2623
C  4.258  -5.973  4.242  -0.5216
C  5.820  -5.823  4.822  0.5783
O  6.943  -5.868  4.100  -0.5503
O  5.750  -5.579  6.301  -0.3483
C  4.424  -4.976  6.512  0.2165
O  4.014  -4.529  7.852  -0.5325
H  3.588  -8.112  5.266  0.2199
H  2.970  -7.858  6.804  0.2643
H  2.303  -5.847  5.716  0.2575
H  4.098  -6.895  3.526  0.3875
H  3.884  -4.959  3.747  0.0420
H  4.434  -4.050  5.796  0.0465
H  3.562  -3.628  7.689  0.3679
C  4.698  0.947  2.379  -0.5789
C  3.992  2.148  2.313  -0.5633
C  2.630  2.175  2.617  -0.5912
C  1.969  0.994  2.976  0.4169
C  2.670  -0.211  3.019  0.2393
C  4.040  -0.232  2.731  -0.5602
C  1.972  -1.470  3.349  0.4684
O  2.587  -2.528  3.390  -0.7078
C  0.521  -1.437  3.620  0.4417
C  -0.165  -2.632  3.877  -0.6141
C  -1.535  -2.608  4.148  -0.5420
C  -2.220  -1.394  4.171  -0.6442
C  -1.541  -0.203  3.910  -0.5062
C  -0.170  -0.226  3.624  0.4453
C  0.532  1.035  3.314  0.4100
O  -0.071  2.102  3.330  -0.7338
H  5.762  0.928  2.151  0.4011
H  4.503  3.065  2.026  0.4010
H  2.087  3.117  2.568  0.4514
H  4.597  -1.167  2.775  0.4949
H  0.364  -3.583  3.864  0.4983
H  -2.066  -3.537  4.342  0.3925
H  -3.286  -1.374  4.389  0.4223
H  -2.084  0.741  3.925  0.4994
C  -3.465  3.707  2.766  -0.5907
C  -2.330  3.209  2.127  -0.6210
C  -2.438  2.636  0.858  -0.5100
C  -3.687  2.550  0.232  0.2438
C  -4.826  3.026  0.881  0.2863
C  -4.713  3.617  2.146  -0.6363
C  -6.155  2.896  0.251  0.5876
O  -7.155  3.318  0.819  -0.6950
C  -6.263  2.244  -1.069  0.1415
C  -7.524  2.062  -1.652  -0.6518
C  -7.634  1.458  -2.907  -0.4833
C  -6.488  1.043  -3.585  -0.6116
C  -5.231  1.218  -3.004  -0.3409
C  -5.120  1.811  -1.739  0.4615
C  -3.789  1.959  -1.117  0.2937
O  -2.782  1.590  -1.710  -0.5992
H  -3.380  4.162  3.750  0.4421
H  -1.360  3.267  2.615  0.6261
H  -1.547  2.253  0.364  0.5637
H  -5.595  4.004  2.654  0.4469
H  -8.424  2.386  -1.131  0.4637
H  -8.615  1.313  -3.355  0.3847
H  -6.573  0.579  -4.565  0.4230
H  -4.341  0.887  -3.537  0.4047
C  3.435  2.591  -9.117  -0.4553
C  2.907  3.819  -8.718  -0.4534
C  1.990  3.877  -7.668  -0.5323
C  1.589  2.701  -7.022  0.2089
C  2.099  1.471  -7.436  0.1276
C  3.033  1.417  -8.479  -0.5536
C  1.646  0.220  -6.795  0.7262
O  2.095  -0.861  -7.156  -0.6841
C  0.638  0.289  -5.718  0.1320
C  0.157  -0.894  -5.141  -0.5634
C  -0.787  -0.837  -4.113  -1.0330
C  -1.245  0.398  -3.654  -0.2327
C  -0.772  1.577  -4.231  -0.6098
C  0.164  1.522  -5.272  0.1801
C  0.632  2.773  -5.900  0.5081
O  0.227  3.859  -5.500  -0.6805
H  4.158  2.547  -9.929  0.3821
H  3.212  4.733  -9.224  0.3898
H  1.586  4.839  -7.359  0.4473
H  3.445  0.462  -8.799  0.4524
H  0.511  -1.861  -5.492  0.4502
H  -1.163  -1.756  -3.670  0.4452
H  -1.975  0.443  -2.848  0.8254
H  -1.137  2.537  -3.870  0.5351

Summary:
E_tot: -68120.671 eV
HOMO-LUMO gap: 7.93 eV
Relative energy (zero: lowest compared OMol25 entry of this formula, charge and spin): 287.27 kJ/mol
Net charge: 0
HOMO energy: -9.50 eV
LUMO level: -1.575 eV



Record 4
This record from OMol25 describes a molecular structure, C31H40N5SiZr. The level of theory is ωB97M-V with the def2-TZVPD basis set.

Each line ends with the Mulliken charge.
Atoms and positions in Å:
Zr  -0.083  -0.043  -0.271  -0.4766
C  -3.298  -0.235  2.041  -0.6376
C  -3.401  1.247  1.688  -0.9183
C  -2.491  1.725  0.556  -1.2790
N  -1.060  1.526  0.792  0.6056
C  -0.386  2.357  1.621  1.3677
C  -0.985  3.459  2.223  -0.7577
C  -0.499  4.408  3.122  -0.8350
C  0.710  4.460  3.773  -0.6319
C  1.754  3.552  3.623  -0.7240
C  1.893  2.502  2.746  -1.1024
C  1.039  2.008  1.733  1.4127
N  1.437  1.110  0.836  0.2826
C  2.845  0.742  0.701  -1.0766
C  3.155  -0.640  1.272  -0.5382
C  2.515  -1.747  0.437  -0.7029
N  1.054  -1.762  0.503  0.0940
C  0.400  -2.766  1.085  1.2734
C  1.038  -3.676  1.956  -0.9749
C  0.610  -4.856  2.525  -0.6112
C  -0.599  -5.526  2.385  -0.6143
C  -1.694  -5.069  1.687  -0.7129
C  -1.889  -3.861  1.024  -0.9048
C  -1.043  -2.778  0.788  1.0434
N  -1.458  -1.657  0.168  1.1149
C  -2.861  -1.494  -0.204  -1.7185
C  -3.805  -1.215  0.978  -0.6170
H  -2.267  -0.482  2.311  0.1416
H  -3.887  -0.397  2.945  0.4174
H  -4.432  1.482  1.405  0.4563
H  -3.184  1.831  2.585  0.4219
H  -2.751  1.201  -0.367  0.3210
H  -2.697  2.776  0.332  0.6527
H  -2.013  3.625  1.936  0.3008
H  -1.204  5.192  3.371  0.3628
H  0.854  5.262  4.485  0.3552
H  2.601  3.704  4.282  0.3693
H  2.826  1.966  2.847  0.3238
H  3.074  0.726  -0.370  0.0068
H  3.500  1.498  1.134  0.7467
H  4.238  -0.783  1.258  0.5521
H  2.824  -0.704  2.312  0.2420
H  2.786  -1.582  -0.612  -0.5141
H  2.933  -2.718  0.699  0.7801
H  2.042  -3.392  2.237  0.3290
H  1.342  -5.339  3.163  0.3606
H  -0.692  -6.483  2.881  0.3562
H  -2.553  -5.730  1.676  0.3640
H  -2.882  -3.754  0.610  0.2723
H  -2.909  -0.675  -0.928  0.3889
H  -3.219  -2.366  -0.760  0.6289
H  -4.759  -0.865  0.575  0.4806
H  -4.018  -2.162  1.478  0.4063
C  1.041  3.324  -2.427  -0.9064
Si  -0.088  1.999  -3.110  -0.0947
C  -1.847  2.558  -2.825  -1.0608
C  0.203  1.706  -4.924  -1.0817
N  0.142  0.480  -2.241  0.1565
C  1.102  -0.468  -2.698  0.3671
C  2.432  -0.113  -2.966  0.0184
C  3.354  -1.068  -3.357  -0.7462
C  2.984  -2.404  -3.458  -0.7091
C  1.674  -2.772  -3.189  -0.6402
C  0.738  -1.812  -2.828  -0.0459
H  0.797  4.297  -2.861  0.4566
H  2.097  3.134  -2.626  0.3375
H  0.911  3.400  -1.343  0.1774
H  -2.065  3.387  -3.504  0.4436
H  -1.999  2.931  -1.812  0.1872
H  -2.574  1.768  -3.027  0.3086
H  0.010  2.619  -5.491  0.3744
H  -0.470  0.930  -5.298  0.3197
H  1.226  1.392  -5.137  0.3175
H  2.728  0.925  -2.873  0.2481
H  4.372  -0.771  -3.577  0.4225
H  3.709  -3.149  -3.757  0.4069
H  1.372  -3.807  -3.280  0.4738
H  -0.297  -2.090  -2.664  0.3854

Summary:
E_tot: -49403.717 eV
HOMO-LUMO gap: 7.28 eV
Net charge: +1
HOMO energy: -10.19 eV
LUMO level: -2.903 eV